Entry 1:
133
Properties=species:S:1:pos:R:3 method="wB97M-V/def2-TZVPD" homo_ev=-5.460 spin_multiplicity=1 homo_lumo_gap_ev=7.37 charge=-1
C 3.08 -2.13 1.43
C 2.19 -2.01 2.65
O 2.64 -2.08 3.77
O 0.85 -1.87 2.49
C 0.33 -1.66 1.17
C 0.49 -0.20 0.73
C 0.54 0.11 -0.78
C -0.15 -0.95 -1.67
C 0.70 -2.12 -2.05
O 1.67 -2.55 -1.52
Cl 0.07 -3.02 -3.48
O 1.86 0.31 -1.25
B 1.83 1.33 -2.34
P 1.72 0.71 -4.25
O 0.80 1.58 -5.07
P 3.53 2.33 -2.11
O 3.56 3.73 -2.54
O 4.07 2.19 -0.57
O 4.67 1.45 -2.94
O 0.57 2.03 -2.15
C -0.03 1.57 -0.98
C -1.54 1.82 -0.98
C -2.36 1.23 -2.11
O -3.01 0.01 -1.63
C -3.38 -0.86 -2.57
O -3.59 -0.61 -3.72
P 0.60 2.76 0.36
N 0.56 4.28 -0.03
H 2.96 -1.33 0.70
H 2.92 -3.10 0.95
H 4.10 -2.11 1.80
H -0.74 -1.87 1.27
H 0.73 -2.38 0.47
H 1.42 0.20 1.14
H -0.32 0.36 1.19
H -1.04 -1.34 -1.16
H -0.52 -0.50 -2.59
H 1.26 -0.64 -4.31
H 2.99 0.63 -4.87
H 4.59 1.39 -0.45
H 4.53 0.52 -2.71
H -1.67 2.91 -1.04
H -1.97 1.54 -0.01
H -3.16 1.92 -2.38
H -1.79 1.03 -3.01
H -3.49 -1.88 -2.17
H 1.87 2.30 0.77
H -0.24 2.52 1.46
H 0.30 4.42 -1.00
C -8.56 -0.94 -2.70
C -7.86 -0.89 -1.35
C -7.58 0.54 -0.92
O -6.65 -1.64 -1.39
H -7.93 -0.49 -3.47
H -8.75 -1.97 -2.99
H -9.51 -0.40 -2.67
H -8.48 -1.38 -0.60
H -6.92 1.03 -1.63
H -7.09 0.56 0.05
H -8.50 1.12 -0.84
H -6.08 -1.23 -2.04
C 9.30 2.60 -3.01
C 8.85 1.56 -2.00
C 8.97 0.15 -2.57
O 7.51 1.81 -1.58
H 8.67 2.57 -3.90
H 9.21 3.60 -2.58
H 10.34 2.44 -3.31
H 9.46 1.63 -1.10
H 8.33 0.04 -3.45
H 8.64 -0.59 -1.84
H 9.99 -0.08 -2.86
H 6.93 1.76 -2.35
C 3.82 -5.16 -7.26
C 2.90 -4.30 -6.40
C 1.58 -5.00 -6.11
O 2.68 -3.04 -7.02
H 3.36 -5.36 -8.23
H 4.76 -4.64 -7.44
H 4.04 -6.11 -6.77
H 3.40 -4.07 -5.45
H 1.05 -5.21 -7.04
H 0.96 -4.37 -5.49
H 1.75 -5.95 -5.59
H 2.23 -3.20 -7.86
C -3.27 4.44 4.50
C -2.19 3.38 4.39
C -1.19 3.47 5.53
O -1.52 3.49 3.14
H -2.83 5.44 4.46
H -3.98 4.36 3.67
H -3.83 4.35 5.44
H -2.65 2.39 4.38
H -0.69 4.44 5.53
H -0.43 2.70 5.43
H -1.68 3.35 6.50
H -1.09 4.35 3.09
C 2.66 3.88 8.17
C 1.46 4.19 9.06
C 1.66 3.70 10.48
O 0.27 3.63 8.50
H 2.82 2.80 8.11
H 2.49 4.25 7.16
H 3.57 4.34 8.57
H 1.29 5.27 9.07
H 1.79 2.61 10.49
H 0.79 3.93 11.09
H 2.55 4.15 10.93
H 0.39 2.68 8.46
C 2.71 -6.31 -1.47
C 3.93 -5.74 -2.18
C 5.08 -5.51 -1.22
O 3.58 -4.53 -2.84
H 2.35 -5.61 -0.71
H 1.90 -6.47 -2.18
H 2.94 -7.26 -0.99
H 4.25 -6.42 -2.97
H 4.79 -4.79 -0.44
H 5.94 -5.10 -1.74
H 5.38 -6.44 -0.73
H 3.29 -3.90 -2.17
C -9.66 -0.37 2.38
C -9.75 1.07 2.85
C -11.03 1.34 3.62
O -9.62 1.96 1.75
H -10.49 -0.60 1.70
H -8.73 -0.55 1.84
H -9.71 -1.07 3.22
H -8.89 1.29 3.49
H -11.90 1.17 2.97
H -11.07 2.38 3.95
H -11.12 0.70 4.49
H -10.37 1.80 1.15

Entry 2:
97
Properties=species:S:1:pos:R:3 method="wB97M-V/def2-TZVPD" homo_ev=-9.025 de_lowest_kcal_mol=77.0 spin_multiplicity=1 homo_lumo_gap_ev=6.98 charge=+1
Pb -3.05 1.38 0.35
C -0.29 5.37 -1.64
N -1.56 4.68 -1.73
C -2.07 4.36 -3.10
C -2.24 4.27 -0.64
O -3.19 3.45 -0.80
C -1.90 4.83 0.71
O -1.75 3.68 1.49
C -1.66 3.66 2.96
C -1.44 2.23 3.26
O -2.26 1.47 2.70
N -0.52 1.86 4.09
C -0.38 0.43 4.35
C 0.41 2.76 4.72
H 0.49 4.85 -1.02
H -0.41 6.39 -1.18
H 0.11 5.39 -2.66
H -2.96 4.92 -3.30
H -2.28 3.31 -3.17
H -1.34 4.68 -3.86
H -2.75 5.43 1.12
H -0.96 5.37 0.70
H -2.65 3.91 3.45
H -0.92 4.37 3.31
H -1.40 0.04 4.59
H 0.34 0.28 5.17
H -0.03 -0.11 3.52
H -0.14 3.55 5.28
H 1.14 3.24 3.98
H 0.99 2.14 5.45
C -2.46 -4.16 4.99
S -2.01 -3.07 3.61
O -3.33 -2.45 3.19
C -1.69 -4.29 2.37
C -0.40 -4.79 2.24
C -0.01 -5.54 1.19
C -0.97 -5.96 0.23
C -2.23 -5.39 0.28
C -2.62 -4.59 1.36
H -3.45 -4.70 4.71
H -2.64 -3.46 5.74
H -1.65 -4.83 5.27
H 0.23 -4.65 3.07
H 1.00 -5.97 1.06
H -0.77 -6.76 -0.45
H -2.90 -5.64 -0.51
H -3.63 -4.20 1.43
C -3.59 -1.65 -3.01
O -3.89 -0.74 -1.92
C -3.08 0.36 -1.83
O -2.35 0.76 -2.75
H -4.59 -1.96 -3.35
H -3.07 -2.50 -2.56
H -3.02 -1.16 -3.78
F 6.05 4.59 -2.67
C 5.35 3.49 -2.38
C 3.92 3.44 -2.61
C 3.19 2.27 -2.32
C 3.88 1.18 -1.83
C 5.24 1.25 -1.57
C 6.00 2.36 -1.92
Sb 2.76 -0.62 -1.48
C 4.26 -1.80 -0.45
C 4.71 -2.99 -1.07
C 5.53 -3.86 -0.38
C 5.95 -3.50 0.91
F 6.84 -4.25 1.62
C 5.46 -2.38 1.58
C 4.62 -1.51 0.84
C 2.93 -1.29 -3.54
C 1.78 -1.57 -4.31
C 1.83 -1.86 -5.65
C 3.14 -1.93 -6.18
F 3.25 -2.39 -7.47
C 4.33 -1.72 -5.47
C 4.20 -1.24 -4.14
H 3.40 4.34 -2.88
H 2.13 2.14 -2.51
H 5.68 0.40 -1.10
H 7.04 2.42 -1.70
H 4.49 -3.22 -2.11
H 6.03 -4.73 -0.81
H 5.80 -2.22 2.58
H 4.29 -0.62 1.42
H 0.83 -1.45 -3.75
H 0.99 -2.06 -6.29
H 5.30 -1.61 -5.99
H 5.07 -0.74 -3.75
C -6.07 0.08 2.85
C -6.17 1.03 1.68
N -7.31 1.64 1.51
O -5.22 1.14 0.82
H -6.10 -0.93 2.38
H -6.94 0.13 3.54
H -5.11 0.24 3.33
H -8.16 1.28 1.93
H -7.41 2.21 0.66

Entry 3:
28
Properties=species:S:1:pos:R:3 method="wB97M-V/def2-TZVPD" homo_ev=-9.752 spin_multiplicity=1 homo_lumo_gap_ev=9.64
Rb -1.07 -1.10 -0.09
B 0.75 -2.59 0.95
F 0.46 -1.39 1.54
F 1.94 -2.50 0.36
F 0.74 -3.51 1.96
F -0.22 -2.90 -0.01
C -2.42 2.11 1.27
C -1.46 1.12 1.95
O -0.70 0.34 1.07
O -3.31 2.75 2.19
H -3.08 1.63 0.55
H -1.88 2.83 0.66
H -2.05 0.48 2.61
H -0.74 1.55 2.64
H 0.19 0.30 1.42
H -3.94 3.18 1.61
C 1.62 -0.06 -0.47
C 0.86 -0.09 -1.77
C 1.79 0.00 -2.96
O -0.02 -1.14 -1.76
H 2.26 0.82 -0.44
H 2.34 -0.86 -0.36
H 0.88 0.01 0.33
H 0.27 0.82 -1.84
H 2.67 -0.64 -2.83
H 2.25 0.99 -2.93
H 1.37 -0.21 -3.94
H 0.50 -1.95 -1.72

Number 1: energy -113848.9713 eV. Number 2: energy -88648.7264 eV. Number 3: energy -23751.9950 eV.